1.
A structure of composition C34H41ClGeI2N3O2RuS2Si. Source: the Open Molecules 2025 dataset; level of theory: ωB97M-V/def2-TZVPD.

Its spin multiplicity is 2. The HOMO energy (spin up / spin down) comes out at -7.9 / -7.8 eV. Its net charge is 0. The value obtained for the total energy is -5948.2556 Eh. Its expectation value of S² is 0.77. As for the energy above the lowest of the compared OMol25 structures with the same formula, charge and spin: 281.3 kJ/mol. For the HOMO-LUMO gap (spin up / spin down), the calculation gives 6.69 / 7.20 eV.

Element x y z (Å)
Ru (-2.076992, -1.285119, -0.344225)
C (-4.063592, 5.343881, -0.104825)
Si (-4.918192, 3.680681, -0.490625)
C (-4.719992, 3.308581, -2.340425)
C (-6.790792, 3.774981, -0.112625)
C (-4.190092, 2.408381, 0.738775)
C (-4.393592, 2.553681, 2.103275)
C (-3.924392, 1.606281, 3.006175)
C (-3.294992, 0.479081, 2.510975)
N (-3.083592, 0.317281, 1.215875)
C (-3.461692, 1.273481, 0.352875)
S (-2.920092, 0.958581, -1.252725)
H (-4.467292, 6.129081, -0.735625)
H (-2.995192, 5.290681, -0.292525)
H (-4.204492, 5.649481, 0.927075)
H (-5.192592, 4.086281, -2.932725)
H (-5.174792, 2.363981, -2.617925)
H (-3.677892, 3.261281, -2.634225)
H (-7.264392, 4.498281, -0.769025)
H (-6.993592, 4.083181, 0.908075)
H (-7.280992, 2.819081, -0.274625)
H (-4.922292, 3.422781, 2.468675)
H (-4.059292, 1.731881, 4.068175)
H (-2.941692, -0.314919, 3.156475)
I (-3.901192, -4.298319, 1.954275)
C (-5.486092, -3.025119, 1.345875)
I (-5.173092, -1.901719, -0.489325)
H (-5.648092, -2.310519, 2.145875)
H (-6.355292, -3.657319, 1.192375)
Cl (-2.097092, -3.599419, -1.053925)
S (-0.954692, -2.011119, 1.905775)
C (-0.037092, -3.305019, 1.267275)
N (-0.262592, -4.532419, 1.729075)
C (0.352108, -5.707619, 1.142575)
C (0.796908, -5.384819, -0.278025)
C (1.682008, -4.145519, -0.224025)
N (0.954808, -3.072819, 0.422575)
H (-1.061292, -4.660819, 2.333075)
H (-0.376592, -6.518419, 1.143875)
H (1.209308, -6.006419, 1.757175)
H (-0.088992, -5.177219, -0.881925)
H (1.338208, -6.220519, -0.712725)
H (1.967008, -3.818119, -1.224525)
H (2.601408, -4.345819, 0.340375)
H (1.001908, -2.140219, 0.013675)
O (-1.250792, -0.968319, -2.684425)
C (-0.111592, -0.750319, -2.260025)
O (0.184908, -0.876619, -1.033125)
C (1.004708, -0.305919, -3.186125)
C (2.337608, -0.774219, -2.636425)
Ge (2.837908, 0.077181, -0.867425)
C (4.123708, -1.176419, 0.014175)
C (4.611808, -2.281319, -0.672025)
C (5.537508, -3.134119, -0.098225)
C (5.995208, -2.896219, 1.185975)
C (5.530508, -1.791319, 1.879275)
C (4.613108, -0.936119, 1.293575)
C (1.542808, 0.763881, 0.485875)
C (1.435708, 0.215181, 1.753575)
C (0.511708, 0.704081, 2.661375)
C (-0.340592, 1.728081, 2.298575)
C (-0.252892, 2.272681, 1.027775)
C (0.684208, 1.796081, 0.131375)
C (3.870108, 1.710181, -1.367625)
C (4.355508, 2.540381, -0.363925)
C (5.084508, 3.677881, -0.659425)
C (5.339508, 4.016381, -1.978325)
C (4.856108, 3.206581, -2.991225)
C (4.131608, 2.067981, -2.683025)
H (0.973008, 0.787181, -3.227925)
H (0.805108, -0.691619, -4.188525)
H (3.141908, -0.531719, -3.333125)
H (2.313208, -1.860119, -2.538825)
H (4.277008, -2.472319, -1.681525)
H (5.905808, -3.984519, -0.653525)
H (6.719408, -3.557619, 1.640975)
H (5.889308, -1.599119, 2.880675)
H (4.285908, -0.054319, 1.829275)
H (2.073808, -0.610019, 2.041075)
H (0.439508, 0.257981, 3.641375)
H (-1.068092, 2.104681, 3.001775)
H (-0.920592, 3.069981, 0.734175)
H (0.753208, 2.239081, -0.855925)
H (4.152708, 2.288681, 0.668575)
H (5.457008, 4.303481, 0.140975)
H (5.908208, 4.906581, -2.213925)
H (5.047508, 3.461181, -4.025225)
H (3.764108, 1.455381, -3.494225)

Force components x, y, z for each atom (eV/Å):
Ru 0.0 0.9 0.4
C -0.4 -0.6 -0.2
Si -0.2 0.5 0.0
C 0.0 0.0 0.6
C 0.7 0.0 -0.1
C -0.1 0.0 -0.4
C 0.1 0.0 -0.1
C -0.1 -0.1 0.0
C -0.2 0.0 0.3
N 0.7 -0.4 -0.9
C -0.2 0.1 0.1
S 0.8 -1.6 0.0
H -0.1 0.2 -0.2
H 0.2 -0.1 0.0
H 0.0 0.0 0.2
H -0.2 0.3 0.0
H -0.1 -0.2 0.0
H 0.2 0.0 0.0
H -0.1 0.2 -0.2
H 0.0 0.0 0.2
H 0.0 -0.2 0.0
H -0.1 0.1 0.1
H 0.0 0.0 0.1
H 0.0 0.0 0.1
I -0.5 -0.1 0.0
C 0.1 0.1 -0.3
I 0.4 -0.2 0.7
H 0.0 0.0 -0.2
H 0.1 0.1 -0.1
Cl 0.3 1.1 0.2
S -1.1 0.4 -1.1
C 0.4 0.0 0.2
N -0.1 -0.1 -0.1
C 0.4 -0.4 -0.1
C 0.0 0.1 0.1
C 0.1 -0.4 -0.1
N -0.2 -0.1 0.1
H 0.2 0.3 -0.1
H 0.0 0.0 0.0
H -0.1 -0.1 -0.1
H 0.2 0.0 0.0
H 0.1 -0.1 0.0
H 0.0 0.0 0.1
H 0.0 0.0 -0.1
H -0.3 -0.1 0.1
O -0.5 -0.1 -0.1
C 0.0 0.0 -0.5
O -1.3 -0.4 0.6
C -0.2 -0.1 0.2
C 0.2 0.4 0.6
Ge 0.6 0.2 -0.1
C -0.5 0.4 -0.3
C -0.1 0.0 -0.2
C 0.1 -0.2 0.0
C 0.0 0.0 0.0
C 0.1 0.0 0.2
C -0.1 0.2 0.0
C 0.6 -0.4 -0.4
C 0.3 0.0 -0.1
C -0.1 0.2 0.1
C 0.1 0.1 0.2
C 0.0 0.1 -0.2
C 0.1 0.3 -0.1
C -0.3 -0.4 0.1
C -0.1 -0.1 0.2
C 0.1 0.1 0.1
C 0.0 0.1 0.0
C 0.1 0.2 -0.1
C -0.1 -0.2 -0.1
H -0.1 0.0 -0.1
H 0.0 0.1 0.1
H 0.1 -0.1 0.1
H 0.1 0.0 0.1
H 0.0 -0.1 -0.1
H 0.0 -0.1 -0.1
H 0.0 0.0 0.0
H 0.0 0.1 0.1
H 0.0 0.0 0.1
H 0.0 -0.1 0.0
H 0.0 0.0 0.1
H -0.1 0.1 0.1
H -0.1 0.1 0.0
H -0.1 0.0 0.0
H 0.0 0.1 0.1
H 0.0 0.0 0.0
H 0.0 0.0 0.0
H 0.0 0.0 0.0
H 0.0 0.0 -0.1

Löwdin population analysis, charges in e, atoms 1 to 8: Ru 0.71; C -0.17; Si 0.58; C -0.22; C -0.17; C -0.25; C -0.08; C -0.07

***

2.
A structure of composition C34H41FN9O5Ti. Source: the Open Molecules 2025 dataset; level of theory: ωB97M-V/def2-TZVPD.

Its spin multiplicity is 2. The HOMO energy (spin up / spin down) comes out at -10.0 / -11.6 eV. Its net charge is +2. The value obtained for the total energy is -3138.2135 Eh. Its expectation value of S² is 0.78. As for the energy above the lowest of the compared OMol25 structures with the same formula, charge and spin: 156.9 kJ/mol. For the HOMO-LUMO gap (spin up / spin down), the calculation gives 4.87 / 6.53 eV.

Element x y z (Å)
Ti (0.362684, 0.556655, 0.292238)
C (2.844877, 4.122557, 3.666880)
C (3.277328, 3.244980, 2.683639)
C (2.367694, 2.647398, 1.826881)
C (1.004588, 2.936463, 1.948516)
C (0.568684, 3.815082, 2.945904)
C (1.488886, 4.396905, 3.798576)
N (0.118455, 2.343923, 1.042086)
N (-1.079309, 2.856360, 0.967722)
C (-1.895071, 2.243778, 0.052907)
C (-3.093944, 2.888033, -0.285838)
C (-3.864954, 2.380013, -1.309083)
C (-3.420268, 1.266881, -2.016673)
C (-2.253389, 0.609788, -1.643075)
C (-1.477983, 1.029495, -0.566545)
H (3.564660, 4.606377, 4.313676)
H (4.335513, 3.045318, 2.575819)
H (2.696054, 2.001086, 1.022094)
H (-0.487129, 4.038448, 3.005611)
H (1.151985, 5.086313, 4.562953)
H (-3.361844, 3.800328, 0.230222)
H (-4.799242, 2.853387, -1.577602)
H (-3.987909, 0.909502, -2.865810)
H (-1.970587, -0.247302, -2.252387)
C (3.813234, -1.005335, 6.830819)
C (2.557888, -1.801441, 6.482181)
N (1.861437, -1.228409, 5.325974)
C (2.326606, -1.535349, 4.102356)
C (1.766338, -1.075285, 2.944564)
C (2.550753, -1.171035, 1.672442)
O (3.521545, -1.929129, 1.630010)
O (2.208050, -0.353837, 0.748391)
C (0.555438, -0.344091, 2.994856)
O (-0.121576, -0.058692, 1.952145)
C (0.173439, 0.133842, 4.292119)
C (-0.849917, 1.083209, 4.414345)
C (-1.099390, 1.668364, 5.619120)
F (-2.089017, 2.574001, 5.701527)
C (-0.354044, 1.367748, 6.772007)
C (0.613824, 0.372631, 6.662670)
C (0.882705, -0.257712, 5.446262)
N (-0.557673, 2.044415, 7.971624)
C (-0.988952, 3.423317, 8.052912)
C (-0.021341, 4.205184, 8.942781)
N (0.068678, 3.547582, 10.288064)
C (0.509474, 2.121698, 10.159921)
C (-0.492177, 1.399255, 9.260872)
H (4.295106, -1.428925, 7.710218)
H (3.566685, 0.037799, 7.030996)
H (4.521002, -1.033337, 6.003272)
H (1.875812, -1.843498, 7.328632)
H (2.826145, -2.826739, 6.233017)
H (3.202559, -2.168954, 4.048044)
H (-1.435012, 1.347284, 3.541880)
H (1.191419, 0.105981, 7.534630)
H (-2.008731, 3.500331, 8.453997)
H (-0.984500, 3.887698, 7.071657)
H (-0.353026, 5.234169, 9.073741)
H (0.974219, 4.203350, 8.500727)
H (-0.857845, 3.564128, 10.724668)
H (0.705823, 4.067328, 10.894048)
H (0.559405, 1.667744, 11.148568)
H (1.500152, 2.114122, 9.707513)
H (-1.481122, 1.417869, 9.742789)
H (-0.200861, 0.358306, 9.152410)
N (0.186218, -1.370079, -0.876941)
C (1.379292, -1.330264, -1.759162)
C (1.284705, -2.190174, -3.051854)
C (2.278874, -3.368910, -3.239317)
C (3.672480, -3.044132, -3.837498)
N (4.406285, -1.933450, -3.260562)
C (4.911720, -1.931350, -2.037569)
N (5.305058, -0.774070, -1.499307)
N (5.100827, -3.057976, -1.358147)
C (1.711865, 0.169369, -2.062341)
O (2.463290, 0.444276, -2.982731)
O (1.212870, 1.032722, -1.248488)
H (0.146361, -2.246248, -0.366872)
H (-0.655080, -1.309016, -1.442845)
H (2.209882, -1.687350, -1.154320)
H (1.381228, -1.533070, -3.917823)
H (0.278884, -2.614952, -3.069430)
H (1.830959, -4.070245, -3.944728)
H (2.396681, -3.894438, -2.286923)
H (3.540855, -2.797999, -4.889236)
H (4.304048, -3.933313, -3.785266)
H (4.155776, -1.018932, -3.621591)
H (5.042085, 0.092225, -1.943225)
H (5.574505, -0.756401, -0.531516)
H (4.849295, -3.935810, -1.777621)
H (5.120707, -3.003967, -0.340466)

Force components x, y, z for each atom (eV/Å):
Ti -0.3 0.3 -1.3
C 0.0 0.0 0.1
C 0.1 -0.1 0.1
C -0.3 0.1 -0.1
C 0.3 0.4 0.3
C -0.1 -0.1 -0.1
C 0.0 -0.1 0.0
N -0.1 0.0 -0.2
N -0.5 1.0 0.5
C 0.1 -0.5 -0.2
C 0.0 -0.1 0.0
C 0.0 0.1 0.1
C 0.0 -0.2 0.0
C -0.1 -0.1 0.0
C -0.2 0.6 0.1
H 0.0 0.0 0.0
H 0.0 0.0 -0.1
H 0.1 0.0 0.0
H 0.0 0.0 0.0
H 0.0 0.1 0.0
H 0.0 0.0 0.0
H 0.0 0.1 -0.1
H 0.0 0.0 0.0
H 0.0 0.0 0.0
C -0.2 0.0 0.0
C 0.4 0.2 0.3
N 0.2 0.0 -0.3
C -0.2 0.1 0.2
C -0.2 0.3 -0.2
C 0.6 -0.3 -0.1
O -0.1 0.1 -0.2
O -0.1 -0.2 0.1
C 0.3 -0.3 0.2
O -0.6 -1.4 3.2
C -0.2 0.0 0.3
C -0.1 0.0 0.0
C 0.0 0.0 -0.4
F -0.1 0.0 0.1
C 0.3 -0.3 0.0
C -0.2 0.1 0.3
C -0.3 0.0 -0.3
N -0.2 0.0 0.1
C 0.2 0.0 0.1
C -0.2 0.1 -0.5
N 0.1 0.0 0.0
C -0.1 -0.6 -0.1
C 0.2 0.1 -0.1
H 0.0 0.0 0.0
H 0.0 0.0 0.0
H 0.0 0.0 0.0
H -0.1 -0.1 -0.1
H -0.1 0.0 0.0
H 0.0 0.0 0.0
H 0.0 0.1 0.0
H 0.1 0.1 0.0
H 0.0 0.0 0.0
H 0.0 0.0 0.0
H 0.0 0.0 0.1
H 0.0 0.0 0.1
H 0.1 0.1 0.1
H -0.1 0.0 0.0
H 0.0 0.1 0.1
H 0.0 0.1 0.0
H 0.0 -0.1 0.0
H 0.0 0.0 0.1
N 0.2 0.0 -0.3
C 0.1 0.1 -0.6
C 0.1 0.0 0.0
C 0.1 0.5 0.4
C -0.6 -0.3 -0.1
N -0.3 0.4 0.1
C 0.1 0.6 -0.1
N -0.2 -0.2 0.0
N -0.1 -0.2 0.7
C 0.9 -0.8 -0.7
O 0.0 -0.3 0.2
O 1.1 0.5 -1.7
H 0.0 0.0 0.0
H -0.1 -0.1 0.1
H 0.1 0.1 0.1
H -0.2 0.1 0.0
H 0.0 0.0 -0.1
H 0.0 -0.1 0.1
H 0.0 -0.1 0.0
H 0.1 -0.1 0.0
H -0.1 0.0 -0.2
H 0.0 0.0 0.0
H -0.1 0.0 0.1
H 0.0 0.1 0.1
H -0.1 0.0 0.1
H 0.1 -0.1 -0.4

Löwdin population analysis, charges in e, atoms 1 to 8: Ti 1.11; C -0.10; C -0.07; C -0.02; C -0.25; C -0.03; C -0.09; N -0.13